<i>
Molecular formula: C5H9N3
Method: DFT, ωB97M-V with the def2-TZVPD basis set

## Properties
Charge: 0
HOMO-LUMO gap, eV: 9.47
HOMO, eV: -8.59

Cartesian coordinates (Å):
C (-1.9815, -0.6064, -0.1270)
N (-2.0972, 0.6660, 0.1089)
C (-0.8236, 1.4616, 0.1075)
C (0.2984, 0.7364, -0.3728)
N (1.8058, 0.7423, -0.2518)
C (1.7013, -0.7272, 0.0265)
C (0.2784, -0.6117, 0.4019)
N (-0.7987, -1.3083, -0.1857)
H (-2.9736, -1.1243, -0.5781)
H (-1.0214, 2.4035, -0.4458)
H (-0.5745, 1.7680, 1.0468)
H (0.2571, 0.5802, -1.4720)
H (2.2788, 1.2035, 0.6232)
H (1.8643, -1.1086, -0.9743)
H (2.4301, -1.0282, 0.7209)
H (0.1142, -0.6584, 1.4393)
H (-0.7581, -2.3882, -0.0673)

<ii>
Molecular formula: C5H9N3
Method: DFT, ωB97M-V with the def2-TZVPD basis set

## Properties
Charge: 0
HOMO-LUMO gap, eV: 9.19
HOMO, eV: -8.59

Cartesian coordinates (Å):
H (-1.0122, 1.8677, 1.1344)
N (-0.6887, 1.3026, 1.9190)
C (0.1116, 0.4073, 1.5276)
N (0.5879, -0.5698, 2.3252)
N (1.1353, 0.6458, 0.1640)
C (0.4860, 0.1313, -0.9093)
C (0.8986, 0.3131, -2.1914)
C (-0.6213, -0.7898, -0.6045)
C (-1.8961, -0.5019, -0.9430)
H (1.4155, -1.0464, 1.9806)
H (0.7056, -0.2269, 3.2730)
H (2.0209, 0.1498, 0.2716)
H (0.4020, -0.1610, -3.0296)
H (1.6606, 1.0516, -2.4170)
H (-0.3683, -1.8040, -0.3037)
H (-2.6693, -1.2617, -0.9174)
H (-2.1680, 0.4925, -1.2796)

<iii>
Molecular formula: C5H9N3
Method: DFT, ωB97M-V with the def2-TZVPD basis set

## Properties
Charge: 0
HOMO-LUMO gap, eV: 9.74
HOMO, eV: -9.00

Cartesian coordinates (Å):
H (-1.3766, -0.7801, -2.2538)
N (-0.7663, -0.0611, -2.6110)
C (-0.0044, 0.5245, -1.7467)
N (0.6929, 1.5334, -2.3593)
C (0.0850, 0.2195, -0.2383)
N (1.0371, 0.6705, 0.5418)
C (0.8542, 0.0589, 1.8745)
C (-0.4102, -0.7616, 1.8729)
C (-0.8111, -0.7726, 0.4031)
H (0.5503, 1.6320, -3.3567)
H (1.5047, 1.8606, -1.8720)
H (0.8418, 0.8170, 2.6640)
H (1.6445, -0.6683, 2.0789)
H (-0.2275, -1.7662, 2.2875)
H (-1.1658, -0.2193, 2.5064)
H (-1.8594, -0.5473, 0.1809)
H (-0.5892, -1.7398, 0.0276)

Computed stability ranking, most favorable first: <iii>, <ii>, <i>

<i>
Molecular formula: C5H9N3
Method: DFT, ωB97M-V with the def2-TZVPD basis set

## Properties
Charge: 0
HOMO-LUMO gap, eV: 8.49
HOMO, eV: -8.12

Cartesian coordinates (Å):
C (-1.5656, 2.1489, -0.5963)
N (-0.5405, 1.2633, -0.1823)
C (-0.7548, 0.4806, 0.8107)
C (0.3057, -0.2125, 1.5353)
C (1.2254, -1.1267, 1.1671)
C (1.7720, -1.8333, -0.0045)
N (1.4853, -1.8536, -1.2594)
N (0.6073, -1.0147, -1.7492)
H (-1.6459, 2.2775, -1.6643)
H (-2.6081, 1.9863, -0.3747)
H (-1.4908, 3.1560, -0.2457)
H (-1.7759, 0.4303, 1.3486)
H (0.2916, -0.1133, 2.5535)
H (1.7052, -1.6441, 2.0869)
H (2.5928, -2.5362, 0.3673)
H (0.1237, -0.3887, -1.1410)
H (0.2727, -1.0198, -2.6521)

<ii>
Molecular formula: C5H9N3
Method: DFT, ωB97M-V with the def2-TZVPD basis set

## Properties
Charge: 0
HOMO-LUMO gap (alpha / beta), eV: 8.17 / 8.17
HOMO (alpha / beta), eV: -8.50 / -8.50

Cartesian coordinates (Å):
C (1.1912, 1.6699, -0.2245)
C (1.6967, -0.6784, -0.5928)
N (0.6489, 0.3058, -0.2837)
C (-1.7258, -0.5979, 0.1323)
N (-2.5333, -1.1631, 1.0568)
C (-1.5728, -0.3927, -1.1054)
C (-0.1576, -0.0640, 0.8581)
N (-0.0549, -0.0334, 2.0442)
H (-3.5332, -1.1225, 0.9467)
H (-2.1886, -1.0295, 2.0031)
H (-1.7161, -0.1784, -2.1359)
H (2.0454, 1.7687, 0.4517)
H (0.4196, 2.3603, 0.1113)
H (1.5472, 1.9411, -1.2206)
H (2.5425, -0.6305, 0.1009)
H (1.2869, -1.6864, -0.5584)
H (2.1038, -0.4692, -1.5839)

Computed stability ranking, most favorable first: <i>, <ii>

<i>
Molecular formula: C5H9N3
Method: DFT, ωB97M-V with the def2-TZVPD basis set

## Properties
Charge: 0
HOMO-LUMO gap, eV: 7.95
HOMO, eV: -7.63

Cartesian coordinates (Å):
N (-0.6211, 0.8411, -0.1584)
N (0.6305, -0.5964, -1.4543)
C (-0.5758, 0.3120, 0.9832)
C (0.6040, -1.8954, -0.9509)
C (-1.5374, 1.9714, 0.5189)
C (1.6797, -2.6085, -0.6442)
C (-0.9507, 3.1343, 0.8033)
N (-0.1236, -0.4647, 1.8189)
H (-0.2986, -0.1215, -1.6387)
H (1.5323, -0.1365, -1.4183)
H (-0.1928, -1.4660, 1.7939)
H (-0.3974, -2.2854, -0.8212)
H (-2.6062, 1.9388, 0.3100)
H (1.5916, -3.6250, -0.3039)
H (2.6758, -2.2025, -0.7239)
H (0.1165, 3.1650, 0.9836)
H (-1.5270, 4.0393, 0.9018)

<ii>
Molecular formula: C5H9N3
Method: DFT, ωB97M-V with the def2-TZVPD basis set

## Properties
Charge: 0
HOMO-LUMO gap (alpha / beta), eV: 7.43 / 7.43
HOMO (alpha / beta), eV: -8.91 / -8.91

Cartesian coordinates (Å):
H (-2.3705, 0.0418, -1.0261)
N (-1.9812, 0.8910, -0.6204)
C (-0.8743, 0.7189, -0.0214)
C (-0.2050, 1.9095, 0.6021)
C (-0.2013, -0.6259, 0.1067)
C (-1.0508, -1.8537, -0.0031)
N (0.9692, -0.7895, 0.7763)
C (1.8533, -0.3143, -0.0696)
N (3.1152, -0.3414, -0.1346)
H (3.5269, 0.3022, -0.8027)
H (-0.0038, 1.7211, 1.6570)
H (-0.8516, 2.7762, 0.4947)
H (0.7522, 2.1178, 0.1216)
H (-0.4353, -2.7500, -0.0001)
H (-1.7055, -1.8948, 0.8726)
H (-1.6573, -1.8667, -0.9073)
H (1.1197, -0.0422, -1.0457)

<iii>
Molecular formula: C5H9N3
Method: DFT, ωB97M-V with the def2-TZVPD basis set

## Properties
Charge: 0
HOMO-LUMO gap, eV: 9.63
HOMO, eV: -8.90

Cartesian coordinates (Å):
H (2.0066, -1.2245, -0.7461)
N (1.6719, -0.3368, -1.4100)
C (0.6837, 0.0718, -0.8211)
N (-0.3111, 0.9182, -1.4699)
C (-1.5563, 0.4824, -0.5942)
C (-1.1849, 0.0063, 0.7100)
C (-0.2306, 0.9411, 1.5786)
C (0.1911, -0.2800, 0.6824)
N (0.8141, -1.3993, 1.2049)
H (-0.4434, 0.2951, -2.5090)
H (-2.5220, 1.2560, -0.5568)
H (-2.0311, -0.5341, -0.9380)
H (-1.6289, -0.7969, 1.4339)
H (-0.1210, 2.0387, 1.0874)
H (-0.2573, 0.8346, 2.6605)
H (0.5183, -2.1855, 0.5350)
H (1.8364, -1.2879, 1.4237)

<iv>
Molecular formula: C5H9N3
Method: DFT, ωB97M-V with the def2-TZVPD basis set

## Properties
Charge: 0
HOMO-LUMO gap, eV: 9.77
HOMO, eV: -9.07

Cartesian coordinates (Å):
C (1.4279, 1.0535, -0.0298)
N (2.0943, -0.0709, 0.0306)
C (1.4106, -1.3584, -0.0113)
C (-0.0382, -0.9692, 0.0051)
C (-1.5006, -1.3119, -0.0060)
N (-2.0666, 0.0277, -0.0006)
C (-1.3449, 1.1140, 0.0170)
N (0.0414, 1.5426, -0.0399)
H (1.9929, 1.9785, 0.0649)
H (1.7791, -1.9351, 0.8040)
H (1.7523, -1.8254, -0.9318)
H (-0.0289, -0.3667, -0.9117)
H (-0.0505, -0.4539, 0.9781)
H (-1.9766, -1.8612, -0.8293)
H (-1.8113, -1.8161, 0.9126)
H (-1.8891, 2.0819, -0.0512)
H (0.0194, 2.5343, 0.1843)

Computed stability ranking, most favorable first: <ii>, <iv>, <iii>, <i>

<i>
Molecular formula: C4H5NOS2
Method: DFT, ωB97M-V with the def2-TZVPD basis set

## Properties
Charge: 0
HOMO-LUMO gap (alpha / beta), eV: 5.56 / 8.48
HOMO (alpha / beta), eV: -8.06 / -8.85

Cartesian coordinates (Å):
C (0.0028, -1.1423, -0.4128)
C (0.9108, 1.6267, 0.5164)
C (0.4401, -2.1935, -1.0660)
C (-0.8654, -0.0049, -0.0922)
N (-0.1954, 1.3041, -0.1136)
O (-1.3769, -0.1212, 1.2520)
S (1.4061, 3.2510, 0.5600)
S (1.7619, 0.5388, 1.4999)
H (1.4563, -2.3280, -1.1755)
H (-0.1823, -2.9817, -1.4056)
H (-1.8981, -0.1085, -0.6596)
H (-0.6032, 1.8702, -0.8448)
H (-0.8566, 0.2893, 1.9419)

<ii>
Molecular formula: C4H5NOS2
Method: DFT, ωB97M-V with the def2-TZVPD basis set

## Properties
Charge: 0
HOMO-LUMO gap, eV: 7.79
HOMO, eV: -8.12

Cartesian coordinates (Å):
C (0.9168, -0.5515, 0.0354)
C (0.5484, -1.8075, -0.0468)
C (-1.3603, -0.6056, -0.0558)
C (-0.2806, 0.2602, -0.0714)
H (3.0261, -0.2076, 1.6548)
H (1.0907, -2.8336, -0.3616)
H (-1.3146, -2.7224, -0.1067)
H (-3.0879, 0.4138, -0.0636)
H (-1.3384, 2.1694, -1.4467)
N (-0.7980, -1.8994, -0.0057)
O (-2.6799, -0.3547, 0.1680)
S (2.4148, 0.2191, -0.0844)
S (-0.5583, 2.0022, 0.0752)

<iii>
Molecular formula: C4H5NOS2
Method: DFT, ωB97M-V with the def2-TZVPD basis set

## Properties
Charge: 0
HOMO-LUMO gap, eV: 8.06
HOMO, eV: -8.86

Cartesian coordinates (Å):
O (1.6135, 1.4575, 0.4553)
C (0.4348, 1.5282, -0.0964)
S (0.1870, 2.6755, -1.2677)
C (-0.5868, 0.6041, 0.4175)
N (-0.2074, -0.5089, 1.2064)
C (-0.9194, -0.7698, -0.0680)
C (-0.1036, -1.5727, -1.1145)
S (1.4630, -1.6655, -0.9404)
H (1.3919, 1.1949, 1.3597)
H (-1.5010, 1.1193, 0.7382)
H (0.7736, -0.7364, 1.1364)
H (-1.9851, -1.2161, 0.1423)
H (-0.5605, -2.1100, -1.9687)

Computed stability ranking, most favorable first: <iii>, <ii>, <i>

<i>
Molecular formula: C3H11NS2
Method: DFT, ωB97M-V with the def2-TZVPD basis set

## Properties
Charge: 0
HOMO-LUMO gap, eV: 8.91
HOMO, eV: -8.51

Cartesian coordinates (Å):
C (1.5097, -1.2855, -1.0517)
N (2.3722, -0.2398, -0.5885)
C (1.8315, 1.1436, -0.8558)
H (0.6819, -1.4126, -0.3560)
H (1.1394, -1.1670, -2.0251)
H (2.1359, -2.2554, -0.9503)
H (3.3420, -0.1361, -0.8415)
H (1.6336, 1.0834, -1.9010)
H (2.6725, 1.7628, -0.5049)
H (1.0575, 1.2430, -0.0926)
C (-3.1645, -0.7111, 1.4607)
S (-1.8838, 0.3495, 2.3767)
S (-1.7913, 2.2146, 1.3620)
H (-2.8041, -1.0984, 0.5340)
H (-3.8463, 0.0934, 1.1964)
H (-3.5021, -1.4460, 2.0697)
H (-1.3839, 1.8615, 0.1678)

<ii>
Molecular formula: C3H11NS2
Method: DFT, ωB97M-V with the def2-TZVPD basis set

## Properties
Charge: 0
HOMO-LUMO gap, eV: 8.65
HOMO, eV: -8.05

Cartesian coordinates (Å):
N (-0.7516, -0.2941, 1.2639)
C (-0.6769, 0.1154, -0.1414)
C (-1.9841, 0.7412, -0.6348)
S (-2.0575, 0.9416, -2.4417)
H (-1.4725, -0.9961, 1.3797)
H (-0.9581, 0.4961, 1.8616)
H (0.1265, 0.8438, -0.2633)
H (-0.4416, -0.7580, -0.7485)
H (-2.1440, 1.7115, -0.1587)
H (-2.8193, 0.0857, -0.3830)
H (-1.0201, 1.7962, -2.5445)
C (2.7622, -0.6539, 0.1851)
S (1.9132, -1.7566, 1.3653)
H (2.3063, -0.7088, -0.8064)
H (2.7620, 0.3824, 0.5265)
H (3.7992, -0.9685, 0.0893)
H (0.6565, -0.9778, 1.4509)

Computed stability ranking, most favorable first: <ii>, <i>

<i>
Molecular formula: C2H2N3P
Method: DFT, ωB97M-V with the def2-TZVPD basis set

## Properties
Charge: 0
HOMO-LUMO gap (alpha / beta), eV: 6.79 / 6.78
HOMO (alpha / beta), eV: -10.03 / -10.03

Cartesian coordinates (Å):
C (1.1078, 0.7092, -0.6878)
C (0.5827, -1.3560, -0.2100)
N (1.8302, 1.6008, -0.7773)
N (0.6711, -2.4130, 0.2380)
N (0.2401, -0.2510, -0.8023)
P (-1.9109, 0.1660, 0.4113)
H (-1.5967, 1.5060, 0.3531)
H (-0.9243, 0.0380, 1.4751)

<ii>
Molecular formula: C2H2N3P
Method: DFT, ωB97M-V with the def2-TZVPD basis set

## Properties
Charge: 0
HOMO-LUMO gap (alpha / beta), eV: 5.48 / 7.82
HOMO (alpha / beta), eV: -9.04 / -10.65

Cartesian coordinates (Å):
C (0.7299, -3.4231, -1.8678)
C (-0.0229, 0.0868, -2.7837)
N (1.5394, -4.0636, -1.3566)
N (0.9206, 0.4105, -3.3323)
N (0.0085, -0.3517, -0.1668)
P (-0.9945, -0.6776, -1.4685)
H (-0.2669, -0.8106, 0.6735)
H (0.4966, 0.5607, -0.1176)

Computed stability ranking, most favorable first: <i>, <ii>

<i>
Molecular formula: C2H2N3P
Method: DFT, ωB97M-V with the def2-TZVPD basis set

## Properties
Charge: 0
HOMO-LUMO gap (alpha / beta), eV: 7.21 / 5.88
HOMO (alpha / beta), eV: -10.35 / -10.02

Cartesian coordinates (Å):
C (-1.2921, 0.9826, -0.4768)
C (1.6539, 0.4716, -0.6963)
N (-1.8218, 1.7259, -1.2182)
N (2.5615, 0.4712, -1.3877)
N (-0.8083, 0.2219, 0.3487)
P (-0.6104, -1.0957, 1.2931)
H (0.5055, -0.7242, 1.8915)
H (-0.1883, -2.0531, 0.2458)

<ii>
Molecular formula: C2H2N3P
Method: DFT, ωB97M-V with the def2-TZVPD basis set

## Properties
Charge: 0
HOMO-LUMO gap, eV: 8.22
HOMO, eV: -9.16

Cartesian coordinates (Å):
C (1.2396, 1.0712, 0.7044)
C (-0.8818, -1.7172, 0.1109)
N (2.3443, 0.8105, 0.9108)
N (-0.9549, -0.8264, -0.6206)
N (-0.0214, 1.3293, 0.5487)
P (-0.8717, 1.0284, -0.7631)
H (-0.8933, -2.3987, 0.9224)
H (0.0392, 0.7029, -1.8134)

Computed stability ranking, most favorable first: <ii>, <i>

<i>
Molecular formula: C5H2
Method: DFT, ωB97M-V with the def2-TZVPD basis set

## Properties
Charge: 0
HOMO-LUMO gap, eV: 8.81
HOMO, eV: -9.47

Cartesian coordinates (Å):
C (-1.0697, 0.2750, -0.0315)
C (1.0379, -0.2971, 0.0067)
C (-0.0217, 0.0141, -0.8758)
C (0.7190, 1.1852, -0.0926)
C (-0.0151, 0.1254, 0.9267)
H (-2.1403, 0.5808, -0.1161)
H (2.1270, -0.6648, 0.0411)

<ii>
Molecular formula: C5H2
Method: DFT, ωB97M-V with the def2-TZVPD basis set

## Properties
Charge: 0
HOMO-LUMO gap, eV: 9.21
HOMO, eV: -9.16

Cartesian coordinates (Å):
C (2.0742, -0.4350, 0.0518)
C (0.8022, -0.4700, 0.0283)
C (-0.8222, -0.4747, -0.0186)
C (-2.2606, -0.5905, 0.0909)
C (-1.5825, 0.6384, 0.0287)
H (3.1394, -0.3852, -0.0430)
H (-1.3506, 1.7171, -0.1380)

Computed stability ranking, most favorable first: <ii>, <i>